Arrangement w

# C23H32N4O3

One molecule with the formula C23H32N4O3 (ωB97M-V/def2-TZVPD, the Open Molecules 2025 dataset).

**Highest occupied orbital energy**: -7.86 eV

CARTESIAN COORDINATES (ANGSTROEM)
C  1.374  3.776  -4.482
H  0.474  3.744  -3.860
O  2.106  2.579  -4.389
C  2.560  2.195  -3.162
C  2.403  2.916  -1.989
C  2.914  2.399  -0.809
C  3.565  1.180  -0.753
C  3.747  0.472  -1.954
C  3.250  0.983  -3.139
H  3.367  0.469  -4.078
O  4.441  -0.704  -1.872
C  4.693  -1.420  -3.055
H  5.273  -2.291  -2.754
H  5.274  -0.828  -3.769
H  3.763  -1.752  -3.530
C  4.016  0.604  0.570
N  3.017  -0.191  1.274
C  1.866  0.592  1.698
C  0.716  -0.325  2.087
H  1.066  -1.071  2.801
H  -0.074  0.260  2.562
C  0.168  -1.013  0.822
N  -0.793  -0.147  0.169
C  -2.094  0.040  0.510
C  -2.602  1.012  -0.329
C  -1.514  1.364  -1.136
N  -0.438  0.673  -0.825
H  -1.478  2.089  -1.924
H  -3.600  1.392  -0.343
N  -2.686  -0.672  1.543
C  -4.004  -0.601  1.906
O  -4.811  0.107  1.355
C  -4.316  -1.520  3.084
H  -3.679  -1.207  3.917
C  -5.799  -1.450  3.489
H  -6.302  -0.656  2.938
C  -6.380  -2.827  3.167
C  -5.196  -3.767  3.365
H  -5.347  -4.744  2.907
C  -4.042  -2.998  2.727
H  -3.071  -3.342  3.085
H  -4.076  -3.129  1.643
H  -5.007  -3.909  4.431
H  -7.228  -3.077  3.802
H  -6.706  -2.861  2.126
H  -5.890  -1.240  4.555
H  -2.087  -1.300  2.058
C  1.319  -1.340  -0.141
C  2.642  -1.435  0.621
H  2.563  -2.214  1.390
H  3.438  -1.725  -0.062
H  1.383  -0.539  -0.878
H  1.120  -2.275  -0.666
H  -0.355  -1.937  1.102
H  2.175  1.204  2.554
H  1.505  1.265  0.905
H  4.296  1.421  1.243
H  4.888  -0.034  0.415
H  2.813  2.980  0.096
H  1.895  3.866  -1.972
H  1.086  3.866  -5.529
H  1.980  4.642  -4.199

Per-atom Mulliken charges, elementary charge units: C -0.754; H 0.250; O -0.458; C 0.368; C -0.894; C -0.467; C 0.765; C 0.804; C -0.314; H 0.490; O -0.405; C -1.039; H 0.255; H 0.378; H 0.375; C -1.982; N 0.163; C -0.486; C -0.966; H 0.401; H 0.621; C -0.422; N 0.869; C 0.362; C -0.870; C -0.554; N -1.017; H 0.456; H 0.517; N 0.192; C 0.203; O -0.668; C 0.386; H 0.398; C -0.931; H 0.341; C -0.633; C -0.798; H 0.382; C -0.834; H 0.411; H 0.354; H 0.311; H 0.373; H 0.269; H 0.329; H 0.064; C -0.617; C -1.174; H 0.358; H 0.524; H 0.232; H 0.479; H 0.478; H 0.409; H 0.261; H 0.528; H 0.526; H 0.415; H 0.397; H 0.257; H 0.330

---

Arrangement x

# C23H32N4O3

One molecule with the formula C23H32N4O3 (ωB97M-V/def2-TZVPD, the Open Molecules 2025 dataset).

**Highest occupied orbital energy**: -8.75 eV

CARTESIAN COORDINATES (ANGSTROEM)
C  5.558  -0.251  5.067
C  5.240  -0.018  3.595
C  4.036  -0.840  3.138
C  3.710  -0.599  1.666
C  2.611  -1.513  1.130
C  1.263  -1.269  1.806
N  0.207  -2.034  1.153
C  0.007  -3.330  1.585
O  0.647  -3.826  2.482
N  -0.982  -4.024  0.932
C  -1.787  -3.582  -0.108
O  -2.626  -4.316  -0.589
C  -1.516  -2.222  -0.522
C  -2.276  -1.682  -1.550
N  -2.095  -0.468  -2.004
C  -2.849  0.234  -3.007
C  -1.889  0.903  -3.995
C  -1.044  1.964  -3.292
N  -1.890  2.963  -2.663
C  -2.797  2.376  -1.693
C  -3.696  1.334  -2.355
H  -4.297  1.814  -3.128
H  -4.365  0.903  -1.609
H  -3.420  3.180  -1.293
H  -2.260  1.913  -0.847
C  -1.123  4.074  -2.106
C  -0.227  3.684  -0.953
C  -0.706  3.708  0.352
C  0.076  3.260  1.401
C  1.352  2.780  1.160
C  1.845  2.765  -0.132
C  1.062  3.216  -1.180
H  1.460  3.211  -2.185
H  2.843  2.399  -0.328
H  1.960  2.429  1.981
H  -0.312  3.284  2.409
H  -1.699  4.088  0.549
H  -0.527  4.496  -2.920
H  -1.844  4.830  -1.780
H  -0.426  2.474  -4.036
H  -0.365  1.480  -2.569
H  -2.476  1.375  -4.783
H  -1.233  0.158  -4.448
H  -3.496  -0.485  -3.523
H  -1.351  0.046  -1.515
H  -3.047  -2.305  -1.992
C  -0.488  -1.437  0.120
O  -0.217  -0.278  -0.203
H  -1.135  -4.974  1.252
H  0.990  -0.214  1.730
H  1.292  -1.584  2.849
H  2.494  -1.335  0.058
H  2.894  -2.558  1.276
H  4.614  -0.764  1.075
H  3.410  0.442  1.524
H  4.245  -1.901  3.292
H  3.176  -0.579  3.756
H  6.110  -0.283  2.990
H  5.035  1.043  3.431
H  5.780  -1.300  5.247
H  4.710  0.029  5.689
H  6.418  0.340  5.373

Per-atom Mulliken charges, elementary charge units: C -1.302; C -0.350; C -0.606; C -0.398; C -0.304; C -1.166; N 0.246; C 0.432; O -0.650; N -0.031; C 0.280; O -0.696; C -0.896; C -0.065; N 0.390; C -0.514; C -1.235; C -0.364; N 0.084; C -0.350; C -1.238; H 0.473; H 0.427; H 0.443; H 0.231; C -1.879; C 0.908; C -0.353; C -0.766; C -0.406; C -0.555; C -0.236; H 0.371; H 0.393; H 0.485; H 0.404; H 0.369; H 0.521; H 0.533; H 0.465; H 0.202; H 0.453; H 0.415; H 0.594; H -0.130; H 0.542; C 1.429; O -0.746; H 0.260; H 0.119; H 0.505; H 0.273; H 0.306; H 0.460; H -0.135; H 0.308; H 0.350; H 0.354; H 0.308; H 0.316; H 0.325; H 0.396

---

It turns out arrangement x is the most stable, with the second structure 0.1241 hartree higher.

---

Arrangement w

# C2H5N

One molecule with the formula C2H5N (ωB97M-V/def2-TZVPD, the Open Molecules 2025 dataset).

**Highest occupied orbital energy**: -9.65 eV

CARTESIAN COORDINATES (ANGSTROEM)
C  -0.557  0.160  0.411
C  0.648  -0.207  -0.401
N  -1.510  -0.665  0.370
H  -0.220  0.909  1.133
H  0.368  0.553  -1.324
H  0.536  -1.174  -0.772
H  1.557  0.359  0.086
H  -2.336  -0.555  0.930

Per-atom Mulliken charges, elementary charge units: C 0.092; C -0.847; N -0.579; H 0.295; H 0.206; H 0.351; H 0.263; H 0.219

---

Arrangement x

# C2H5N

A 2-piece molecular cluster, C2H5N overall (ωB97M-V/def2-TZVPD, the Open Molecules 2025 dataset).

**Highest occupied orbital energy**: -9.12 eV

CARTESIAN COORDINATES (ANGSTROEM)
C  0.351  0.292  -0.008
C  -0.932  -0.422  -0.086
N  1.447  -0.197  -0.248
H  0.300  1.708  0.766
H  -0.535  -1.421  -0.406
H  -1.661  -0.017  -0.835
H  -1.311  -0.149  0.904
H  2.343  0.207  -0.087

Per-atom Mulliken charges, elementary charge units: C 0.046; C -0.723; N -0.480; H 0.146; H 0.258; H 0.256; H 0.240; H 0.256

---

Arrangement y

# C2H5N

One molecule with the formula C2H5N (ωB97M-V/def2-TZVPD, the Open Molecules 2025 dataset).

**Highest occupied orbital energy**: -9.73 eV

CARTESIAN COORDINATES (ANGSTROEM)
C  0.489  0.899  0.100
C  -0.671  -1.076  -0.224
N  -0.514  0.112  -0.604
H  0.451  0.675  1.172
H  0.282  1.954  -0.020
H  1.491  0.647  -0.255
H  -1.427  -1.659  -0.748
H  -0.101  -1.553  0.579

Per-atom Mulliken charges, elementary charge units: C -0.728; C -0.230; N -0.396; H 0.305; H 0.265; H 0.281; H 0.255; H 0.248

---

Arrangement z

# C2H5N

One molecule with the formula C2H5N (ωB97M-V/def2-TZVPD, the Open Molecules 2025 dataset).

**Highest occupied orbital energy**: -9.56 eV

CARTESIAN COORDINATES (ANGSTROEM)
C  -0.403  0.594  0.301
C  0.624  -0.137  -0.459
H  -0.993  1.356  -0.194
H  -0.260  0.795  1.350
H  1.528  -0.469  0.031
H  0.728  0.073  -1.529
H  -0.567  -1.438  0.629
N  -0.658  -0.775  -0.130

Per-atom Mulliken charges, elementary charge units: C -0.282; C -0.267; H 0.189; H 0.228; H 0.234; H 0.189; H 0.224; N -0.514

---

It turns out arrangement y is the most stable, with the second structure 0.0121 hartree higher.

---

Arrangement w

# C2H5ClOS

One molecule with the formula C2H5ClOS (ωB97M-V/def2-TZVPD, the Open Molecules 2025 dataset).

**Highest occupied orbital energy**: -9.51 eV

CARTESIAN COORDINATES (ANGSTROEM)
C  0.445  0.690  1.071
C  0.155  0.077  -0.323
O  1.283  0.224  -1.088
S  -1.373  0.939  -0.892
Cl  0.599  2.490  1.151
H  1.437  0.379  1.601
H  -0.264  0.444  1.892
H  -0.106  -0.936  -0.241
H  0.986  0.018  -1.906
H  -0.771  1.915  -1.522

Per-atom Mulliken charges, elementary charge units: C -0.476; C -0.099; O -0.459; S -0.191; Cl -0.175; H 0.304; H 0.334; H 0.311; H 0.311; H 0.140

---

Arrangement x

# C2H5ClOS

A 2-piece molecular cluster, C2H5ClOS overall (ωB97M-V/def2-TZVPD, the Open Molecules 2025 dataset).

**Highest occupied orbital energy**: -8.48 eV

CARTESIAN COORDINATES (ANGSTROEM)
C  -0.136  -1.821  1.265
C  -0.616  1.091  -0.941
O  -0.305  0.112  -1.681
S  0.408  2.473  -0.961
Cl  0.832  -2.264  -0.235
H  -1.078  -1.967  0.703
H  0.144  -2.598  2.062
H  -0.047  -0.782  1.474
H  0.512  0.120  -2.260
H  -0.327  3.400  -0.418

Per-atom Mulliken charges, elementary charge units: C -0.500; C -0.128; O -0.109; S -0.180; Cl -0.207; H 0.213; H 0.263; H 0.231; H 0.253; H 0.163

---

It turns out arrangement w is the most stable, with the second structure 0.0818 hartree higher.

---

Arrangement w

# CH2N2O4

A 2-piece molecular cluster, CH2N2O4 overall (ωB97M-V/def2-TZVPD, the Open Molecules 2025 dataset).

**Highest occupied orbital energy (spin up / spin down)**: -8.98 / -9.76 eV

CARTESIAN COORDINATES (ANGSTROEM)
C  -0.959  -0.668  0.235
N  0.698  0.002  -1.279
N  -0.820  0.430  0.991
O  -1.556  -1.560  -0.171
O  -1.613  1.319  0.683
O  0.022  0.502  1.893
O  1.662  -0.033  -0.360
H  0.736  -0.917  -1.816
H  1.830  0.926  -0.177

Per-atom Mulliken charges, elementary charge units: C 0.491; N -0.394; N 0.872; O -0.269; O -0.555; O -0.524; O -0.271; H 0.256; H 0.394

---

Arrangement x

# CH2N2O4

One molecule with the formula CH2N2O4 (ωB97M-V/def2-TZVPD, the Open Molecules 2025 dataset).

**Highest occupied orbital energy**: -10.07 eV

CARTESIAN COORDINATES (ANGSTROEM)
C  0.209  1.371  0.811
N  -0.771  -1.410  -0.817
N  0.803  0.377  0.216
O  -1.453  -1.564  -1.737
O  1.839  -0.144  0.508
O  -0.117  -0.120  -0.895
O  -0.575  -2.063  0.135
H  -0.648  1.598  0.199
H  0.713  1.954  1.580

Per-atom Mulliken charges, elementary charge units: C -0.407; N 1.168; N 0.584; O -0.520; O -0.569; O -0.361; O -0.502; H 0.307; H 0.299

---

It turns out arrangement x is the most stable, with the second structure 0.0119 hartree higher.

---

Arrangement w

# C14H16O2

A 2-piece molecular cluster, C14H16O2 overall (ωB97M-V/def2-TZVPD, the Open Molecules 2025 dataset).

**Highest occupied orbital energy**: -8.30 eV

CARTESIAN COORDINATES (ANGSTROEM)
C  -0.597  -3.001  0.232
C  -0.987  -3.428  -2.043
C  -0.459  -2.541  -1.184
C  -1.051  -3.069  -3.455
C  -0.025  -1.232  -1.519
C  -0.581  -1.883  -3.802
C  -0.066  -0.906  -2.896
O  -0.835  -1.443  -5.011
H  -1.203  -4.439  -1.862
H  -1.341  -3.753  -4.162
H  -1.040  -2.124  0.822
H  0.543  -3.101  0.528
H  0.208  -0.488  -0.902
H  -0.006  0.183  -3.155
H  -0.391  -0.525  -5.107
H  -1.347  -3.796  0.420
C  0.397  2.122  -0.417
C  0.976  3.411  3.169
C  0.774  2.150  3.791
C  0.963  3.409  1.822
C  0.466  2.271  1.115
C  0.257  1.020  3.179
C  0.073  1.089  1.739
O  0.869  2.083  5.248
H  1.381  4.212  3.907
H  1.053  4.249  1.230
H  -0.130  0.250  3.663
H  0.824  1.109  5.465
H  -0.253  1.285  -0.786
H  1.449  2.298  -0.776
H  -0.398  0.188  1.285
H  -0.458  2.853  -0.857

Per-atom Mulliken charges, elementary charge units: C -1.088; C -0.480; C 0.304; C -0.841; C -0.639; C 1.009; C -0.537; O -0.533; H 0.405; H 0.482; H 0.115; H 0.253; H 0.669; H 0.159; H 0.318; H 0.354; C -1.020; C -0.503; C 0.712; C -0.668; C 0.687; C -0.810; C -0.151; O -0.553; H 0.290; H 0.467; H 0.467; H 0.307; H 0.163; H 0.290; H 0.111; H 0.260

---

Arrangement x

# C14H16O2

A 2-piece molecular cluster, C14H16O2 overall (ωB97M-V/def2-TZVPD, the Open Molecules 2025 dataset).

**Highest occupied orbital energy**: -8.29 eV

CARTESIAN COORDINATES (ANGSTROEM)
C  1.399  1.297  -3.792
C  -0.975  1.590  -2.922
C  0.265  0.950  -2.851
C  -2.066  1.041  -2.295
C  -1.925  -0.118  -1.511
C  0.377  -0.176  -2.044
C  -0.666  -0.568  -1.193
O  -3.038  -0.752  -1.033
H  -0.984  2.532  -3.461
H  -3.082  1.403  -2.431
H  1.071  2.120  -4.434
H  1.887  0.535  -4.369
H  1.361  -0.575  -1.817
H  -3.834  -0.343  -1.360
H  -0.429  -1.282  -0.422
H  2.167  1.778  -3.195
C  2.547  -1.204  1.153
C  0.144  -1.654  1.933
C  1.339  -0.942  2.011
C  -1.003  -1.246  2.595
C  -0.923  -0.143  3.433
C  1.373  0.146  2.869
C  0.243  0.590  3.553
O  -2.064  0.266  4.109
H  0.193  -2.576  1.361
H  -1.847  -1.911  2.533
H  2.598  -2.229  0.771
H  3.425  -1.088  1.788
H  2.267  0.762  2.935
H  -2.592  0.880  3.589
H  0.185  1.433  4.186
H  2.588  -0.515  0.310

Per-atom Mulliken charges, elementary charge units: C -1.420; C -0.696; C 0.727; C -0.492; C 0.596; C -0.694; C -0.156; O -0.510; H 0.305; H 0.248; H 0.335; H 0.346; H 0.404; H 0.303; H 0.347; H 0.329; C -1.573; C -0.469; C 0.647; C -0.422; C 0.317; C -0.341; C -0.629; O -0.572; H 0.417; H 0.419; H 0.366; H 0.477; H 0.343; H 0.319; H 0.494; H 0.239

---

Arrangement y

# C14H16O2

A 2-piece molecular cluster, C14H16O2 overall (ωB97M-V/def2-TZVPD, the Open Molecules 2025 dataset).

**Highest occupied orbital energy**: -8.43 eV

CARTESIAN COORDINATES (ANGSTROEM)
C  1.437  0.811  -5.411
C  2.276  0.772  -1.279
C  1.862  -0.415  -1.882
C  2.406  1.936  -1.955
C  1.535  -0.371  -3.246
C  2.101  1.995  -3.321
C  1.698  0.802  -3.947
O  2.497  0.602  0.100
H  3.311  1.099  0.271
H  1.715  -1.227  -1.193
H  2.722  2.916  -1.581
H  1.211  -1.260  -3.765
H  2.340  2.840  -3.947
H  2.300  0.472  -5.991
H  1.326  1.802  -5.892
H  0.571  0.206  -5.748
C  -3.728  -2.345  3.667
C  -0.577  0.277  2.611
C  -1.373  -0.273  1.622
C  -0.856  0.036  3.944
C  -2.555  -0.951  1.948
C  -2.063  -0.601  4.288
C  -2.753  -1.266  3.299
O  0.377  1.193  2.233
H  1.140  0.759  1.856
H  -1.164  -0.205  0.560
H  -0.363  0.666  4.689
H  -3.190  -1.472  1.272
H  -2.247  -0.722  5.357
H  -4.168  -2.210  4.654
H  -3.192  -3.311  3.745
H  -4.598  -2.555  3.044

Per-atom Mulliken charges, elementary charge units: C -1.386; C 0.606; C -0.369; C -0.536; C -0.641; C -0.634; C 0.807; O -0.525; H 0.251; H 0.424; H 0.325; H 0.370; H 0.334; H 0.287; H 0.356; H 0.331; C -1.319; C 0.410; C -0.177; C -0.541; C -0.841; C -0.600; C 0.843; O -0.518; H 0.288; H 0.423; H 0.342; H 0.364; H 0.329; H 0.358; H 0.258; H 0.384

---

It turns out arrangement x is the most stable, with the second structure 0.0085 hartree higher.